Below is a gas-phase ion, C3H8NSe (charge +1), with properties calculated with ωB97M-V/def2-TZVPD.

Bonds (Å) are listed after each position.
CARTESIAN COORDINATES (ANGSTROEM)
1 H 0.73252 -0.04618 1.99025  C4 1.123
2 H 0.11876 2.00567 0.47087  C3 1.201
3 C -0.36428 0.92215 0.28111  H2 1.201, C4 1.513, H6 1.036, N10 1.503
4 C -0.28010 0.04793 1.51297  H1 1.123, C3 1.513, Se5 2.067, H9 1.058
5 Se -0.45287 -1.88285 0.79648  C4 2.067, C13 2.166
6 H -1.31079 1.08391 -0.10718  C3 1.036
7 H -0.94284 -1.15326 -1.58548  C13 1.053
8 H 0.81346 -1.55642 -1.69749  C13 1.081
9 H -0.94201 0.24443 2.31447  C4 1.058
10 N 0.46157 0.30468 -0.81254  C3 1.503, H11 1.110, H12 1.116, C13 1.485
11 H 1.41284 0.28769 -0.24057  N10 1.110
12 H 0.73936 0.81132 -1.76679  N10 1.116
13 C 0.01439 -1.06907 -1.15609  Se5 2.166, H7 1.053, H8 1.081, N10 1.485

Calculated values
- Energy above the lowest of the compared OMol25 structures with the same formula, charge and spin: 57.7 kJ/mol
- SMILES: C1C[Se]C[NH2+]1
- Gap between HOMO and LUMO: 9.1718 eV
- Total charge: +1